[1]
{
  "formula": "C15H22N2O6S",
  "method": "wB97M-V/def2-TZVPD",
  "e_lumo_ev": 0.56,
  "largest_force_ev_per_a": 17.0,
  "e_homo_ev": -8.0,
  "e_tot_ev": -41996.64723,
  "e_above_lowest_ev": 16.1088,
  "symbols": ["C", "C", "H", "H", "O", "C", "O", "N", "C", "H", "C", "N", "S", "O", "O", "C", "C", "C", "C", "C", "C", "H", "O", "C", "H", "H", "H", "O", "C", "H", "H", "H", "H", "H", "C", "H", "C", "H", "H", "H", "H", "H", "H", "H", "H", "H"],
  "xyz": [[-2.8706, 1.8704, -5.6750], [-2.4941, 0.7471, -4.8258], [-3.3843, 0.5633, -4.1297], [-2.2674, -0.2515, -5.2710], [-1.0508, 0.9157, -4.0682], [-1.3165, 1.8257, -2.8516], [-2.3752, 2.3480, -2.3446], [-0.1303, 1.9895, -2.4627], [1.0906, 1.3173, -2.7611], [0.9779, 0.9182, -3.7241], [1.2706, 0.3662, -1.5888], [1.5014, 1.0485, -0.3673], [2.5624, 0.4890, 0.8093], [2.3196, 1.4414, 1.9160], [3.6417, -0.1246, 0.2570], [1.2804, -0.7952, 1.4860], [1.4769, -1.9545, 0.7257], [0.4898, -3.0071, 1.1639], [-0.5553, -2.9157, 1.9554], [-0.6148, -1.5690, 2.8241], [0.4201, -0.7237, 2.3515], [0.2525, 0.3484, 2.9973], [-1.5808, -1.4427, 3.7475], [-1.5869, -0.1226, 4.5459], [-1.7630, 0.3724, 3.5984], [-2.2865, -0.2744, 5.0792], [-0.3569, 0.0840, 4.9222], [-1.3979, -4.0267, 2.2507], [-2.2122, -3.9235, 3.4984], [-2.9955, -3.1555, 3.2400], [-1.8104, -3.9081, 4.2923], [-2.5526, -5.0839, 3.2975], [0.4389, -4.0275, 0.5894], [2.2297, -2.2183, -0.0275], [0.3538, 1.8856, 0.0014], [0.2697, 2.3764, 0.8469], [-0.0395, 2.7072, -1.2759], [-1.2196, 3.4523, -0.8447], [0.6017, 3.5986, -1.2401], [-0.6550, 1.0919, 0.2478], [2.4209, 0.2234, -1.7756], [0.5439, -0.2550, -1.3217], [1.8854, 2.1738, -2.7635], [-1.8834, 1.9983, -6.2920], [-3.7278, 1.3788, -6.1889], [-2.9749, 2.8003, -5.2623]]
}



[2]
{
  "formula": "C15H22N2OPW",
  "method": "wB97M-V/def2-TZVPD",
  "e_lumo_ev": [-3.77, -3.86],
  "largest_force_ev_per_a": 2.7,
  "e_homo_ev": [-9.7, -11.9],
  "e_tot_ev": -32041.94370,
  "spin_multiplicity": 3,
  "charge": 1,
  "symbols": ["C", "C", "C", "C", "C", "W", "P", "H", "H", "H", "H", "H", "H", "H", "H", "C", "C", "N", "C", "C", "C", "O", "C", "C", "C", "C", "N", "C", "H", "H", "H", "H", "H", "H", "H", "H", "H", "H", "H", "H", "H", "H"],
  "xyz": [[3.7554, -2.3528, -1.7969], [4.4662, -1.7910, -2.8962], [3.8346, -1.5178, -4.1225], [2.4448, -1.4456, -4.1986], [1.6741, -1.6802, -3.0552], [2.8897, -0.6029, -1.8572], [3.8223, -0.5119, 0.4539], [4.1954, -3.0398, -1.0908], [5.5433, -1.6384, -2.8291], [4.4321, -1.2656, -4.9974], [0.5983, -1.8374, -3.0831], [1.9731, -1.1411, -5.1386], [3.5889, 0.6750, 1.2250], [5.2185, -0.6299, 0.7538], [3.3470, -1.4517, 1.4208], [-3.4713, 3.7176, 0.8119], [-3.8223, 2.2866, 1.1372], [-2.6786, 1.3669, 1.2910], [-2.1169, 1.2485, 2.6573], [-3.0896, 0.5574, 3.6059], [-1.9035, 1.1487, 0.1654], [-2.0906, 1.7432, -0.8967], [-0.8944, 0.0455, 0.1884], [-1.0915, -1.1606, 0.8735], [-0.2277, -2.2208, 0.6141], [0.8167, -2.0594, -0.2803], [1.1143, -0.8154, -0.7610], [0.1808, 0.1883, -0.6847], [-2.7616, 4.1238, 1.5405], [-4.3821, 4.3214, 0.8506], [-3.0583, 3.7891, -0.2011], [-4.3606, 2.2067, 2.0809], [-4.4231, 1.8674, 0.3247], [-1.1598, 0.7053, 2.6027], [-1.9173, 2.2678, 3.0382], [-3.4290, -0.3998, 3.1961], [-2.5728, 0.3636, 4.5510], [-3.9638, 1.1870, 3.8033], [-1.9309, -1.2634, 1.5616], [-0.3648, -3.2005, 1.0650], [1.4602, -2.8726, -0.6281], [0.3548, 1.0889, -1.2953]]
}



[3]
{
  "formula": "C15H22N2OSe5W",
  "method": "wB97M-V/def2-TZVPD",
  "e_lumo_ev": [-0.62, -0.43],
  "largest_force_ev_per_a": 2.5,
  "e_homo_ev": [-7.0, -7.5],
  "e_tot_ev": -349498.76953,
  "spin_multiplicity": 3,
  "e_above_lowest_ev": 0.9904,
  "symbols": ["W", "Se", "Se", "Se", "Se", "C", "C", "C", "C", "N", "C", "Se", "N", "C", "C", "C", "C", "C", "C", "C", "C", "C", "C", "H", "H", "H", "H", "H", "H", "H", "H", "H", "H", "H", "H", "H", "H", "H", "H", "H", "H", "H", "H", "H", "H", "O"],
  "xyz": [[0.3653, -0.0669, -0.0743], [2.8214, 0.1677, -1.0067], [4.1275, -0.8963, 0.6513], [3.2614, 0.2744, 2.4478], [1.1499, -0.7198, 2.4037], [-0.9802, 4.7679, 4.9119], [-1.8235, 3.7941, 4.0945], [-0.9865, 2.6365, 3.5547], [-1.8106, 1.6307, 2.7619], [-2.4591, 2.2278, 1.5922], [-1.8247, 2.6206, 0.4804], [0.0495, 2.5222, 0.0612], [-2.7317, 3.0980, -0.3937], [-2.4652, 3.5931, -1.7395], [-2.9418, 2.6145, -2.8055], [-2.6845, 3.1325, -4.2196], [-1.2028, 3.3136, -4.5449], [-3.9929, 3.0139, 0.1777], [-5.2483, 3.3910, -0.2860], [-6.3169, 3.1702, 0.5602], [-6.1418, 2.5981, 1.8284], [-4.8925, 2.2365, 2.2919], [-3.8183, 2.4567, 1.4378], [-1.5860, 5.5903, 5.2934], [-0.1811, 5.1931, 4.3027], [-0.5226, 4.2637, 5.7646], [-2.2889, 4.3348, 3.2644], [-2.6318, 3.3993, 4.7188], [-0.5266, 2.0991, 4.3871], [-0.1738, 3.0229, 2.9360], [-2.5866, 1.2282, 3.4117], [-1.2030, 0.7988, 2.4045], [-1.3923, 3.7327, -1.8218], [-2.9420, 4.5707, -1.8481], [-4.0102, 2.4234, -2.6834], [-2.4285, 1.6601, -2.6577], [-3.2145, 4.0786, -4.3656], [-3.1134, 2.4163, -4.9229], [-0.7325, 4.0717, -3.9172], [-1.0738, 3.6289, -5.5803], [-0.6600, 2.3767, -4.4088], [-5.3875, 3.8397, -1.2593], [-7.3119, 3.4452, 0.2380], [-7.0053, 2.4408, 2.4599], [-4.7628, 1.8045, 3.2739], [-1.2976, -0.4111, -0.1215]]
}